1.
Below is a molecular structure, C46H63CuN4O5P2S in a non-equilibrium geometry, with properties calculated with ωB97M-V/def2-TZVPD.

XYZ file:
```
122
Properties=species:S:1:pos:R:3:lowdin_spin:R:1
Cu -1.5543 -2.3774 0.5275 0.287
N -3.6041 -2.5373 0.8687 0.387
C -3.9985 -2.6311 2.1924 0.034
C -5.2907 -2.4888 2.6878 0.028
C -5.5007 -2.5775 4.0648 -0.001
C -4.4818 -2.7018 5.0008 0.025
C -3.1893 -2.9277 4.5205 -0.003
C -2.9081 -2.8613 3.1465 0.034
P -1.2311 -3.2196 2.5726 0.098
C -1.2312 -5.0759 2.4727 0.011
C -2.4707 -5.6835 2.6886 0.005
C -2.6069 -7.0841 2.5065 -0.001
C -1.6023 -7.8423 1.8680 0.007
C -0.3521 -7.2210 1.7468 -0.001
C -0.1125 -5.8784 2.1084 0.007
C 0.2093 -2.7315 3.5827 0.018
C 1.4755 -2.9291 2.9904 0.010
C 2.6258 -2.5586 3.7283 -0.001
C 2.5445 -2.0432 5.0116 0.007
C 1.2947 -1.7746 5.5250 0.000
C 0.1257 -2.0459 4.7870 0.008
H -4.0443 -3.1908 0.1883 0.007
H -4.7229 -1.1588 -0.1175 0.004
H -6.1562 -2.5112 2.0313 0.001
H -6.5567 -2.5762 4.4059 0.000
H -4.6404 -2.6879 6.1162 0.001
H -2.4327 -3.0025 5.2717 0.001
H -3.2816 -5.0637 3.0201 0.000
H -3.5554 -7.5058 2.8705 0.000
H -1.8083 -8.8506 1.4778 0.000
H 0.4814 -7.9042 1.4575 0.000
H 0.9449 -5.4807 2.0942 0.000
H 1.6507 -3.3649 2.0640 0.001
H 3.5990 -2.7793 3.3300 0.000
H 3.3386 -1.8998 5.6984 0.000
H 1.1638 -1.3819 6.5582 0.000
H -0.8120 -1.7146 5.2899 0.000
O -0.6844 1.0660 0.2941 0.000
H -0.2335 1.8921 0.0109 0.000
H -1.5855 1.2565 0.6910 0.000
C 5.9258 -8.5599 -1.1051 0.000
N 5.0931 -7.6383 -1.7360 0.000
C 3.7240 -7.4431 -1.4709 0.000
C 3.4369 -6.2487 -2.1646 0.000
N 4.4867 -5.7523 -2.9080 0.000
C 5.4923 -6.5713 -2.5757 0.000
H 6.8155 -8.8032 -1.6977 0.000
H 5.3880 -9.5349 -1.0177 0.000
H 6.2323 -8.2806 -0.0393 0.000
H 3.1846 -8.0996 -0.8621 0.000
H 2.5038 -5.7520 -2.2088 0.000
H 6.5425 -6.4999 -2.9045 0.000
O 0.9412 3.0323 -0.4087 0.000
P 1.0785 4.3184 -1.1220 0.000
C 1.7640 5.6080 0.0695 0.000
C 0.9787 5.6582 1.4081 0.000
C 1.5877 4.7951 2.5003 0.000
C 3.0662 5.1664 2.7269 0.000
C 3.8099 4.9213 1.4373 0.000
C 3.3049 5.6842 0.2677 0.000
C -0.5999 4.9617 -1.6838 0.000
C -0.4504 6.3384 -2.3965 0.000
C -1.1247 7.5229 -1.7108 0.000
C -2.5151 7.1524 -1.1999 0.000
C -2.3779 6.0169 -0.0962 0.000
C -1.8439 4.7596 -0.7638 0.000
C 2.2426 4.0931 -2.5866 0.000
C 1.6546 4.0048 -4.0029 0.000
C 1.1144 2.6201 -4.3883 0.000
C 2.1701 1.5281 -4.1502 0.000
C 2.6988 1.5255 -2.7637 0.000
C 3.2147 2.9224 -2.3289 0.000
H 1.5143 6.5639 -0.4567 0.000
H -0.1138 5.4719 1.2809 0.000
H 1.0629 6.6997 1.7005 0.000
H 1.5095 3.6980 2.2511 0.000
H 0.9762 5.0034 3.3648 0.000
H 3.4357 4.4769 3.5484 0.000
H 2.9734 6.2003 3.0298 0.000
H 3.8621 3.8459 1.1544 0.000
H 4.8590 5.1836 1.5690 0.000
H 3.8989 5.4840 -0.6050 0.000
H 3.5167 6.7323 0.3956 0.000
H -0.7741 4.1755 -2.4723 0.000
H -0.9406 6.2432 -3.3440 0.000
H 0.6361 6.5434 -2.6522 0.000
H -1.1019 8.3474 -2.4496 0.000
H -0.4943 7.9318 -0.8767 0.000
H -3.1768 6.8031 -2.0423 0.000
H -2.9762 8.0886 -0.7880 0.000
H -3.3222 5.8496 0.4662 0.000
H -1.6029 6.3893 0.6466 0.000
H -2.6556 4.2858 -1.3449 0.000
H -1.6415 3.9177 0.0103 0.000
H 2.7785 5.1012 -2.5782 0.000
H 2.4641 4.1396 -4.6982 0.000
H 0.9378 4.7768 -4.0917 0.000
H 0.7152 2.5587 -5.4219 0.000
H 0.3533 2.4382 -3.6420 0.000
H 2.9665 1.5953 -4.9017 0.000
H 1.6930 0.6028 -4.4121 0.000
H 3.4752 0.6809 -2.7514 0.000
H 1.9237 1.3601 -2.0088 0.000
H 4.1587 3.1294 -2.8601 0.000
H 3.4917 2.8454 -1.2504 0.000
N -0.6621 -2.0978 -1.3018 0.005
C -1.6395 -1.7832 -2.3044 0.002
C -2.2921 -2.9188 -2.8775 0.002
C -3.6222 -2.6886 -3.1820 0.000
C -4.1478 -1.4423 -2.9452 0.002
C -3.4090 -0.3097 -2.7715 -0.001
C -2.0872 -0.4720 -2.4738 0.001
S -5.7141 -1.2385 -2.1073 0.001
O -6.5260 -0.2938 -2.7846 0.001
O -6.2070 -2.5562 -1.7355 0.000
O -5.2236 -0.5269 -0.7694 0.010
H -0.2059 -1.2402 -0.9175 0.002
H 0.1004 -2.7303 -1.5401 0.000
H -1.7599 -3.8735 -2.9931 0.000
H -4.1994 -3.4650 -3.6933 0.000
H -3.8434 0.6870 -2.5425 0.000
H -1.3096 0.3894 -2.2968 0.000
```

Values from the calculation:
Net charge: +1
Relative energy (zero: lowest compared OMol25 entry of this formula, charge and spin), kJ/mol: 0.0
Electronic energy, eV: -138966.470
<S²>: 0.761
LUMO level (spin up / spin down), eV: -2.41 / -5.24
HOMO (spin up / spin down), eV: -10.45 / -10.45
Orbital gap (spin up / spin down), eV: 8.048 / 5.214
2S+1: 2

---

2.
Below is a molecular structure, C46H64N3O6STa, with properties calculated with ωB97M-V/def2-TZVPD.

XYZ file:
```
121
Properties=species:S:1:pos:R:3:mulliken_charge:R:1
Ta 0.6572 -1.4712 1.5492 1.896
C -0.2838 -4.5993 1.1933 -1.100
N 0.9695 -3.8459 0.9498 0.403
C 2.0113 -4.4551 1.8116 -1.409
C 1.4394 -4.0930 -0.4426 -1.122
C 0.4056 -3.7924 -1.5025 -1.374
N -0.0491 -2.4114 -1.4125 1.379
C -1.4998 -2.2993 -1.5440 -2.328
C -2.1539 -1.0937 -0.9260 1.434
C -2.8668 -0.2192 -1.7195 -0.280
C -3.6731 0.7686 -1.1624 -0.379
C -3.8331 0.7349 0.2126 -0.248
C -3.1619 -0.1514 1.0636 -0.154
C -2.1933 -0.9767 0.4732 -0.580
O -1.2933 -1.7094 1.1880 -0.406
C -3.5703 -0.1982 2.5451 2.697
C -2.6933 0.7353 3.3851 -1.050
C -3.5326 -1.6387 3.0772 -1.623
C -5.0255 0.2674 2.7253 -2.183
C -4.3708 1.7856 -2.0599 2.448
C -5.3122 1.0628 -3.0330 -1.889
C -5.1893 2.7999 -1.2618 -2.298
C -3.3060 2.5443 -2.8595 -1.780
C 0.6416 -1.5858 -2.3968 -2.803
C 0.5576 -0.0882 -2.2194 1.398
C 0.4757 0.6773 -3.3779 -0.460
C 0.5033 2.0606 -3.3410 -0.140
C 0.5668 2.6538 -2.0835 -0.735
C 0.6343 1.9461 -0.8886 -0.293
C 0.6456 0.5440 -0.9805 0.171
O 0.7899 -0.2555 0.1168 1.011
C 0.7197 2.6843 0.4463 2.485
C 0.7024 4.2064 0.2769 -2.696
C 2.0386 2.3240 1.1441 -1.652
C -0.4895 2.3162 1.3105 -1.585
C 0.5571 2.9259 -4.6002 1.799
C 1.9661 3.5290 -4.7039 -1.729
C -0.4679 4.0648 -4.5382 -1.493
C 0.2816 2.1123 -5.8654 -2.058
H -0.1726 -5.6232 0.8208 0.422
H -1.1227 -4.1106 0.7091 0.163
H -0.4755 -4.6217 2.2614 0.382
H 2.0399 -5.5343 1.6304 0.663
H 1.7824 -4.2693 2.8550 0.221
H 2.9773 -4.0245 1.5588 0.367
H 1.7294 -5.1484 -0.5193 0.751
H 2.3403 -3.4978 -0.5947 0.200
H -0.4437 -4.4659 -1.3900 0.672
H 0.8412 -4.0213 -2.4843 0.401
H -1.9370 -3.1745 -1.0596 0.865
H -1.7920 -2.3461 -2.6057 0.230
H -2.7866 -0.3232 -2.7968 0.302
H -4.5240 1.4302 0.6628 0.437
H -1.6390 0.4844 3.3231 -0.189
H -3.0010 0.6949 4.4336 0.551
H -2.8089 1.7644 3.0365 0.194
H -2.5555 -2.1001 2.9867 0.067
H -4.2436 -2.2579 2.5238 0.347
H -3.8263 -1.6460 4.1292 0.443
H -5.1483 1.3392 2.5650 0.381
H -5.3330 0.0620 3.7523 0.494
H -5.7028 -0.2639 2.0539 0.375
H -6.0834 0.5143 -2.4888 0.417
H -4.7729 0.3519 -3.6604 0.286
H -5.8032 1.7843 -3.6906 0.460
H -5.9933 2.3197 -0.7005 0.472
H -5.6453 3.5182 -1.9459 0.426
H -4.5642 3.3568 -0.5606 0.365
H -2.7107 1.8632 -3.4713 0.307
H -2.6147 3.0687 -2.1958 0.282
H -3.7765 3.2775 -3.5202 0.628
H 0.2593 -1.8205 -3.4045 0.448
H 1.6925 -1.8864 -2.4040 0.789
H 0.4106 0.1531 -4.3232 0.524
H 0.5844 3.7319 -2.0327 0.524
H 1.5537 4.5676 -0.3036 0.499
H 0.7610 4.6644 1.2659 0.458
H -0.2186 4.5552 -0.1947 0.395
H 2.8881 2.6709 0.5508 0.491
H 2.1505 1.2527 1.2861 -0.251
H 2.0842 2.8098 2.1222 0.593
H -1.4110 2.6660 0.8375 0.285
H -0.4039 2.7819 2.2952 0.791
H -0.5865 1.2459 1.4636 -0.402
H 2.1909 4.1532 -3.8375 0.280
H 2.0501 4.1475 -5.6007 0.490
H 2.7210 2.7420 -4.7549 0.350
H -0.3232 4.7025 -3.6658 0.289
H -1.4854 3.6758 -4.5063 0.267
H -0.3711 4.6943 -5.4256 0.514
H 1.0429 1.3481 -6.0319 0.376
H 0.2873 2.7750 -6.7326 0.438
H -0.6949 1.6246 -5.8221 0.371
O 0.1760 -2.4900 5.7191 -0.433
S -0.1612 -1.6167 4.2901 0.513
O 0.9839 -1.2887 5.3216 -0.120
O 0.2778 -2.6909 3.2892 -0.889
O 0.4086 -0.3881 3.0475 -1.002
C 4.1768 -0.9488 5.7982 -0.793
C 3.7323 0.1512 5.0771 -0.727
C 3.2455 -0.0066 3.7908 0.316
C 3.1960 -1.2665 3.2022 -0.494
C 3.6591 -2.3601 3.9204 -0.109
C 4.1396 -2.2038 5.2141 -0.942
N 2.7403 -1.3974 1.8343 1.575
C 3.7992 -1.2591 0.9076 0.977
C 3.5387 -1.2464 -0.4663 0.455
C 4.5444 -1.0881 -1.4028 -0.858
C 5.8641 -0.9423 -1.0012 -0.972
C 6.1428 -0.9554 0.3563 -0.892
C 5.1377 -1.1094 1.3004 -0.581
H 4.5478 -0.8266 6.8074 0.343
H 3.7576 1.1384 5.5211 0.402
H 2.8893 0.8484 3.2350 0.124
H 3.6715 -3.3384 3.4649 0.420
H 4.4881 -3.0700 5.7620 0.429
H 2.5207 -1.3277 -0.7991 -0.737
H 4.2880 -1.0687 -2.4561 0.469
H 6.6550 -0.8165 -1.7282 0.412
H 7.1638 -0.8405 0.6986 0.433
H 5.4029 -1.1069 2.3469 0.506
```

Values from the calculation:
Net charge: 0
Relative energy (zero: lowest compared OMol25 entry of this formula, charge and spin), kJ/mol: 384.0
Electronic energy, eV: -77884.979
LUMO level, eV: 0.35
HOMO, eV: -7.79
Orbital gap, eV: 8.141